Formula: C27H35N4OPtTe
Source: the Open Molecules 2025 dataset
Level of theory: ωB97M-V with the def2-TZVPD basis set

Positions of all 69 atoms, in Å:
Pt (0.00000, 0.00000, 0.00000)
N (-1.37788, -0.96568, -1.16281)
C (-0.54044, -1.84352, -1.97754)
C (0.54839, -2.46840, -1.09895)
N (1.38227, -1.41031, -0.53249)
H (-1.95835, -1.56931, -0.55011)
H (-1.91773, -0.35039, -1.75919)
H (-0.08457, -1.26384, -2.78844)
H (-1.15667, -2.62513, -2.43398)
H (1.16733, -3.15275, -1.68849)
H (0.09248, -3.04761, -0.28786)
H (1.96310, -1.02586, -1.30171)
H (1.92173, -1.77274, 0.24433)
C (8.63413, -0.92132, -1.24760)
C (7.30561, -0.28818, -0.95311)
C (7.18803, 0.71231, 0.01740)
C (5.94409, 1.30104, 0.29277)
C (5.85850, 2.37434, 1.34527)
C (4.79563, 0.88094, -0.41823)
Te (2.90460, 1.78827, 0.02679)
N (1.38179, 0.94680, 1.15068)
C (1.38648, 0.98192, 2.56823)
O (2.31073, 1.52520, 3.15482)
C (0.27871, 0.35973, 3.33632)
C (-0.79055, -0.26924, 2.67063)
C (-1.83089, -0.85565, 3.39824)
C (-1.81680, -0.82141, 4.79428)
C (-0.76212, -0.20030, 5.46645)
C (0.28104, 0.38782, 4.74447)
C (1.45006, 3.33978, -0.05382)
C (1.44132, 4.28675, 0.97785)
C (0.50600, 5.32344, 0.97621)
C (-0.42638, 5.42099, -0.05797)
C (-0.42568, 4.48225, -1.09329)
C (0.51069, 3.43336, -1.10230)
C (0.50051, 2.43025, -2.22152)
C (4.91489, -0.13208, -1.40234)
C (3.74755, -0.64499, -2.20574)
C (6.17089, -0.70336, -1.65587)
H (9.44092, -0.49315, -0.61526)
H (8.89845, -0.75565, -2.31328)
H (8.57818, -2.01301, -1.05251)
H (8.06857, 1.03330, 0.56140)
H (6.84849, 2.58405, 1.80349)
H (5.16808, 2.05498, 2.15385)
H (5.48528, 3.31659, 0.89187)
H (-0.82540, -0.30985, 1.58929)
H (-2.64900, -1.33748, 2.87859)
H (-2.62301, -1.27628, 5.35519)
H (-0.75205, -0.17454, 6.54845)
H (1.08810, 0.86308, 5.28792)
H (2.16050, 4.21767, 1.78385)
H (0.50380, 6.05125, 1.77732)
H (-1.15069, 6.22528, -0.05767)
H (-1.15676, 4.57541, -1.88681)
H (-0.29846, 2.65001, -2.96122)
H (0.32392, 1.41324, -1.81268)
H (1.47656, 2.44883, -2.75051)
H (2.78719, -0.15760, -1.96023)
H (3.62681, -1.73423, -2.02618)
H (3.94173, -0.47932, -3.28645)
H (6.26599, -1.47980, -2.40685)
C (-3.15372, 3.16868, 1.17989)
C (-2.15762, 2.16785, 0.80722)
N (-1.36654, 1.37302, 0.51126)
H (-2.69576, 3.97248, 1.76344)
H (-3.94770, 2.71916, 1.78301)
H (-3.61032, 3.61097, 0.28977)
H (-0.46234, -0.96148, 1.34634)

Cartesian forces, eV/Å:
Pt 1.7 2.1 -0.4
N -0.7 -1.3 -0.6
C 0.2 -1.0 -0.6
C -0.2 -0.7 -0.5
N -0.2 -0.3 -1.1
H 0.1 0.9 -0.7
H -0.4 -0.1 0.2
H -0.1 0.0 0.2
H 0.2 -0.1 -0.1
H -0.2 -0.1 -0.1
H 0.0 0.2 0.0
H -0.2 -0.6 1.4
H 0.4 0.4 0.0
C 0.5 -0.2 -0.1
C -0.2 0.2 0.1
C -0.9 -0.2 -0.5
C 0.3 -0.2 -0.1
C 0.1 0.3 0.4
C 2.0 -1.2 -0.4
Te 1.0 0.6 -0.9
N -1.6 -1.5 2.9
C 0.7 0.4 -2.3
O 0.3 0.2 0.7
C -0.4 -0.4 0.0
C -1.0 1.0 4.5
C 0.2 -0.1 0.7
C 0.1 0.0 -0.7
C 0.3 0.2 -0.4
C -0.4 -0.4 -0.3
C -1.5 1.6 -0.2
C -0.4 0.2 -0.5
C 0.0 -0.3 -0.2
C 0.1 -0.3 0.0
C 0.5 -0.1 0.6
C -0.1 0.5 0.2
C -0.1 0.1 -0.7
C 0.4 0.3 0.5
C 0.0 -0.4 -0.7
C -0.2 0.6 0.5
H -0.5 -0.3 -0.4
H 0.0 -0.2 0.6
H 0.2 0.6 -0.2
H 0.0 0.0 0.0
H -0.5 -0.2 -0.3
H 0.2 0.4 -0.5
H 0.1 -0.5 0.4
H -3.1 4.0 2.4
H -0.1 -0.1 -0.1
H -0.1 0.0 0.0
H 0.0 0.0 0.0
H 0.1 0.1 -0.3
H 0.1 -0.1 0.0
H 0.0 0.0 0.0
H 0.0 0.1 0.0
H 0.0 -0.1 -0.1
H 0.4 0.0 0.4
H 0.3 0.4 -0.4
H -0.5 -0.2 0.3
H 1.0 0.6 -0.5
H 0.2 0.4 -0.3
H -0.2 -0.2 0.5
H 0.0 -0.1 -0.1
C -0.2 0.1 0.1
C 1.3 -1.2 -0.5
N -2.1 2.6 0.3
H 0.1 -0.2 -0.1
H 0.2 -0.1 -0.1
H 0.2 -0.1 0.0
H 2.6 -5.9 -2.0

Results
total charge = 0
DFT total energy = -47103.2964 eV
LUMO (spin up / spin down) = -0.52 / -0.66 eV
E_HOMO (spin up / spin down) = -3.73 / -6.13 eV
<S²> = 3.786
frontier orbital gap (spin up / spin down) = 3.209 / 5.468 eV
maximum force = 6.77 eV Å⁻¹
2S+1 = 4

Here are the natural (NBO) charges for atoms 1 to 6, given in e: number 1, Pt, carries 0.82; number 2, N, carries -0.80; number 3, C, carries -0.24; number 4, C, carries -0.25; number 5, N, carries -0.79; number 6, H, carries 0.40

---

Formula: C27H35N5O2OsP2
Source: the Open Molecules 2025 dataset
Level of theory: ωB97M-V with the def2-TZVPD basis set

Positions of all 72 atoms, in Å:
Os (-0.62941, 1.14653, -4.74995)
C (-1.67942, 1.57745, -6.34499)
C (-1.33031, 0.16712, -6.32689)
C (-0.23229, -0.37028, -7.22350)
C (1.07518, 0.40088, -7.03184)
C (1.09955, 1.01515, -5.65042)
C (0.78105, 2.40946, -5.28492)
C (0.14811, 3.36093, -6.26490)
C (-0.95292, 2.67577, -7.09999)
C (0.77798, 0.00649, -1.30834)
H (-2.71762, 1.83958, -6.14066)
H (-2.14159, -0.53479, -6.09905)
H (-0.51995, -0.41808, -8.28597)
H (-0.03337, -1.40389, -6.90979)
H (1.90460, -0.32649, -7.05031)
H (1.30064, 1.09100, -7.85484)
H (1.90396, 0.64039, -5.04263)
H (1.48939, 2.85149, -4.56883)
H (0.94033, 3.72691, -6.94528)
H (-0.26267, 4.23271, -5.71286)
H (-1.69970, 3.44622, -7.35741)
H (-0.53767, 2.29158, -8.04068)
H (0.00742, 0.66313, -1.81824)
H (1.48365, 0.69654, -0.80452)
H (0.30378, -0.63490, -0.53980)
P (1.69817, -0.99078, -2.46048)
P (-1.60616, -0.55258, -2.88763)
N (2.92484, 0.31965, -2.98662)
N (2.67248, -2.07412, -1.62250)
N (-3.26196, 0.38629, -3.39474)
N (-2.73470, -1.45936, -1.78182)
C (0.76445, -1.89042, -3.75956)
C (-0.79296, -2.04835, -3.59694)
C (2.91680, 1.70049, -2.75656)
C (4.13601, 2.23166, -3.14444)
C (4.92671, 1.16252, -3.66095)
C (4.16881, 0.00622, -3.54936)
C (3.62150, -1.63679, -0.69027)
C (4.38922, -2.70977, -0.32780)
C (3.91180, -3.86631, -1.02242)
C (2.84686, -3.45147, -1.79898)
C (-2.98843, 1.74776, -3.44050)
C (-4.18088, 2.46817, -3.71828)
C (-5.17980, 1.50882, -3.81957)
C (-4.60145, 0.24556, -3.58652)
C (-3.78737, -2.31227, -2.09476)
C (-4.22947, -2.94449, -0.94227)
C (-3.35900, -2.54036, 0.12625)
C (-2.44030, -1.65919, -0.43251)
H (1.21125, -2.88147, -3.97384)
H (0.98227, -1.23870, -4.63108)
H (-1.20998, -2.10968, -4.61711)
H (-1.06545, -2.93078, -2.97981)
H (2.06175, 2.18275, -2.28990)
H (4.42152, 3.26597, -3.05909)
H (5.91940, 1.24431, -4.08793)
H (4.40689, -1.01472, -3.80736)
H (3.61540, -0.60777, -0.40513)
H (5.20976, -2.65390, 0.36751)
H (4.29588, -4.86472, -0.95227)
H (2.17535, -3.99339, -2.45442)
H (-1.99777, 2.08278, -3.77879)
H (-4.18889, 3.53656, -3.87014)
H (-6.22573, 1.67684, -4.04835)
H (-5.10661, -0.70707, -3.56535)
H (-4.14738, -2.39913, -3.10466)
H (-5.09340, -3.58966, -0.83968)
H (-3.39967, -2.82193, 1.17213)
H (-1.62522, -1.10013, -0.00202)
O (-2.13991, 1.53686, -0.51757)
N (-2.12206, 2.12168, -1.61046)
O (-1.64553, 3.24064, -1.82557)

Cartesian forces, eV/Å:
Os -0.9 -1.4 5.8
C -1.8 -0.1 -1.7
C -1.1 -0.9 -2.4
C 0.1 -0.6 -0.2
C 0.7 -0.6 -0.4
C 1.8 1.2 -1.1
C 2.7 1.3 -0.3
C 0.2 0.6 -0.2
C -0.2 0.6 -0.7
C -0.6 1.0 0.4
H 0.0 -0.2 0.2
H 0.0 0.3 -0.2
H -0.1 0.1 0.4
H -0.2 0.0 -0.2
H -0.2 0.3 -0.2
H -0.2 0.1 0.4
H 0.3 0.0 0.3
H -0.5 -0.1 -0.2
H -0.4 0.1 0.3
H 0.3 -0.5 -0.3
H 0.3 -0.4 -0.1
H -0.2 0.0 0.3
H 1.3 -0.8 0.9
H -0.2 -0.6 -0.1
H 0.1 0.3 -0.5
P 3.4 1.6 0.7
P -5.1 -0.5 0.5
N -1.1 -2.2 0.1
N -0.8 0.7 -0.5
N 1.8 -0.3 -0.9
N 1.8 0.0 0.8
C -0.2 0.6 -0.5
C 0.1 -0.1 -0.4
C 0.1 0.5 0.3
C -1.1 -0.9 0.1
C -0.9 -0.9 0.0
C 0.4 0.5 -0.2
C 0.4 -0.7 0.1
C -0.4 0.8 -0.1
C -1.3 0.9 -0.8
C 0.7 -0.9 0.0
C -0.5 -0.5 -0.4
C 0.8 -0.5 -0.1
C 0.0 -0.3 0.2
C -0.6 0.2 -0.3
C -0.4 -0.3 0.2
C 0.9 0.6 -0.1
C 0.6 0.7 -1.0
C -0.5 -0.3 0.2
H 0.0 0.6 0.3
H -0.2 -0.5 0.2
H 0.2 -0.6 0.3
H 0.1 0.5 -0.5
H 0.3 -0.1 -0.2
H 0.0 0.0 0.0
H -0.2 -0.1 0.2
H 0.1 0.0 0.0
H 0.3 0.3 0.2
H 0.0 -0.1 0.0
H 0.0 -0.2 0.0
H 0.3 -0.1 0.2
H -0.6 0.8 0.7
H -0.3 -0.1 0.1
H 0.2 -0.1 0.2
H 0.1 0.2 0.1
H 0.0 -0.1 0.0
H 0.2 0.1 -0.2
H 0.0 0.0 -0.3
H -0.3 0.0 0.3
O 0.0 0.9 -2.4
N 0.7 1.6 2.0
O -0.3 -1.7 0.7

Results
energy above the lowest of the compared OMol25 structures with the same formula, charge and spin = 432.5 kJ/mol
total charge = +2
DFT total energy = -61129.2252 eV
LUMO (spin up / spin down) = -7.83 / -8.55 eV
E_HOMO (spin up / spin down) = -13.21 / -13.53 eV
<S²> = 6.049
frontier orbital gap (spin up / spin down) = 5.379 / 4.983 eV
maximum force = 6.06 eV Å⁻¹
2S+1 = 5

Here are the Löwdin charges for atoms 1 to 6, given in e: number 1, Os, carries 1.43; number 2, C, carries -0.29; number 3, C, carries -0.33; number 4, C, carries -0.17; number 5, C, carries -0.17; number 6, C, carries -0.36

---

Formula: C27H35NO7
Source: the Open Molecules 2025 dataset
Level of theory: ωB97M-V with the def2-TZVPD basis set

Positions of all 70 atoms, in Å:
C (1.01927, -0.50472, 4.85398)
C (-0.45367, -0.93394, 4.88716)
N (-1.05859, -1.34897, 3.64007)
C (-0.44598, -2.50877, 3.02196)
C (-1.45182, -3.31397, 2.20032)
C (-1.45750, -0.29216, 2.73596)
C (-0.33276, 0.46186, 1.99535)
C (-0.77843, 0.89431, 0.59280)
C (0.21810, 1.77597, -0.13216)
C (1.57921, 1.74911, 0.13505)
C (2.45637, 2.53032, -0.60047)
O (3.80401, 2.53717, -0.40016)
C (4.34874, 1.66186, 0.56405)
C (1.98159, 3.38175, -1.61858)
O (2.86701, 4.18585, -2.32196)
C (3.79702, 3.49988, -3.13472)
C (0.60734, 3.43076, -1.86458)
O (-0.03901, 4.20582, -2.78201)
C (0.65405, 5.16013, -3.55431)
C (-0.25032, 2.61760, -1.12141)
C (-1.08883, -0.30444, -0.27936)
C (-2.37840, -0.50537, -0.78551)
O (-3.30241, 0.42857, -0.45091)
C (-4.62135, 0.30984, -0.92738)
C (-2.67978, -1.61638, -1.57989)
C (-1.70776, -2.54666, -1.89399)
O (-1.91358, -3.65261, -2.64991)
C (-3.20139, -3.89737, -3.16335)
C (-0.39411, -2.36520, -1.41191)
C (0.66950, -3.27316, -1.69307)
C (1.90970, -3.04313, -1.21547)
C (2.18723, -1.87668, -0.40631)
O (3.26235, -1.57660, 0.06197)
O (1.13615, -1.04682, -0.13957)
C (-0.11218, -1.24238, -0.61479)
H (1.15281, 0.40685, 4.27987)
H (1.36307, -0.32273, 5.86974)
H (1.63839, -1.28509, 4.41820)
H (-0.55110, -1.77588, 5.58267)
H (-1.05641, -0.11051, 5.28039)
H (-0.07626, -3.14404, 3.83089)
H (0.41505, -2.25791, 2.38148)
H (-1.73066, -2.79090, 1.28883)
H (-2.34677, -3.49507, 2.78977)
H (-1.01350, -4.26924, 1.92075)
H (-2.12060, -0.74668, 1.99636)
H (-2.05691, 0.41764, 3.31295)
H (0.53538, -0.18777, 1.91760)
H (-0.04403, 1.35484, 2.55156)
H (-1.70702, 1.46184, 0.69667)
H (1.96354, 1.10989, 0.90786)
H (4.10552, 0.61686, 0.35039)
H (5.42707, 1.80268, 0.50388)
H (4.00937, 1.92083, 1.57170)
H (4.38655, 4.27319, -3.62504)
H (3.28571, 2.89380, -3.89314)
H (4.45405, 2.85748, -2.54593)
H (1.23963, 5.83749, -2.93076)
H (-0.12281, 5.71901, -4.07771)
H (1.31195, 4.68793, -4.28875)
H (-1.30341, 2.67020, -1.34894)
H (-5.14955, 1.17652, -0.53316)
H (-5.10367, -0.60141, -0.55972)
H (-4.65975, 0.33312, -2.02083)
H (-3.68260, -1.74643, -1.94829)
H (-3.52452, -3.09662, -3.83566)
H (-3.93570, -4.02337, -2.36173)
H (-3.12056, -4.82648, -3.72499)
H (0.44729, -4.13983, -2.29678)
H (2.74066, -3.70169, -1.40703)

Cartesian forces, eV/Å:
C -0.3 -0.1 0.0
C 0.1 0.0 0.1
N 0.0 -0.1 0.1
C -0.3 -0.1 -0.1
C 0.2 0.1 0.1
C 0.1 0.0 0.0
C -0.3 0.0 0.0
C 0.2 -0.1 0.1
C -0.1 0.4 -0.2
C 0.3 0.1 0.1
C -0.1 0.0 0.0
O -0.3 0.3 -0.3
C 0.1 -0.2 0.2
C 0.3 0.1 -0.3
O -0.4 -0.1 0.6
C 0.2 -0.2 -0.2
C 0.0 -0.1 0.1
O 0.0 -0.3 0.2
C 0.1 0.4 -0.2
C 0.1 0.0 0.0
C -0.1 0.1 0.1
C 0.5 -0.2 0.0
O 0.3 -0.1 0.1
C -0.3 0.0 -0.1
C -0.4 -0.1 -0.2
C 0.4 0.3 0.3
O 0.3 0.1 0.2
C -0.3 -0.1 -0.1
C -0.2 0.3 0.1
C 0.4 0.0 0.1
C -0.4 -0.2 -0.2
C 0.7 0.0 0.2
O -0.4 -0.1 -0.1
O -0.1 0.1 0.1
C -1.0 -0.4 -0.5
H 0.1 0.1 -0.1
H 0.1 0.0 0.1
H 0.1 -0.1 0.0
H 0.0 0.1 0.0
H 0.0 -0.1 0.1
H 0.1 0.0 0.0
H 0.1 0.0 0.1
H -0.1 0.0 -0.1
H -0.1 0.0 0.0
H 0.0 -0.1 -0.1
H -0.1 0.1 0.0
H -0.1 0.0 -0.1
H 0.1 0.1 0.1
H 0.1 0.0 0.0
H 0.1 0.0 0.0
H 0.1 -0.1 0.1
H 0.0 0.1 0.0
H -0.1 0.0 0.0
H 0.0 0.0 0.0
H 0.0 -0.1 0.0
H 0.0 0.1 0.0
H 0.0 0.1 -0.1
H -0.1 0.0 -0.1
H 0.1 0.0 0.0
H 0.0 0.0 0.1
H -0.2 0.0 0.0
H 0.0 -0.1 -0.1
H 0.0 0.0 0.0
H 0.0 0.0 0.0
H -0.1 0.0 0.0
H 0.0 0.0 0.0
H 0.0 0.0 0.0
H -0.1 0.1 0.0
H 0.1 -0.1 0.0
H 0.1 0.0 0.0

Results
energy above the lowest of the compared OMol25 structures with the same formula, charge and spin = 451.4 kJ/mol
total charge = 0
DFT total energy = -44387.6601 eV
SMILES = CCN(CC)CC[C@@H](c1cc(OC)c(OC)c(OC)c1)c1c(OC)cc(OC)c2ccc(=O)oc12
LUMO = 0.15 eV
E_HOMO = -7.82 eV
frontier orbital gap = 7.979 eV
maximum force = 1.19 eV Å⁻¹

Here are the natural (NBO) charges for atoms 1 to 6, given in e: number 1, C, carries -0.64; number 2, C, carries -0.20; number 3, N, carries -0.46; number 4, C, carries -0.21; number 5, C, carries -0.62; number 6, C, carries -0.21